1.
3 unconnected molecules or ions with the total composition C15H39B2O12P2 at a distorted geometry. Source: the OMol25 dataset; level of theory: wB97M-V/def2-TZVPD.

Atoms and positions in Å:
C -4.47444 -0.23727 2.76584
O -3.11376 0.15617 2.95958
B -2.63059 0.85323 1.83747
O -2.24161 2.15610 1.97484
C -2.56236 0.15413 0.43249
C -1.35053 -0.80762 0.12181
O -1.69559 -1.19374 -1.18323
B -2.53729 -0.09682 -1.77821
O -2.50755 0.96780 -0.72393
H -5.04763 0.53197 2.23598
H -4.92565 -0.49596 3.72658
H -4.50735 -1.13728 2.13817
H -2.31320 2.42256 2.90230
H -3.42894 -0.51085 0.22645
H -1.42428 -1.59031 0.89823
H -0.36786 -0.31594 0.10100
H -2.21864 0.24360 -2.90659
H -3.74124 -0.38137 -1.91104
O 2.33297 7.37579 1.20273
P 2.02509 6.21071 2.08960
O 0.39754 6.17603 2.13137
C -0.31604 5.76761 0.95309
C -0.19804 4.27637 0.71127
O 2.32257 6.93287 3.54529
C 3.15335 8.08323 3.65120
C 2.30781 9.33389 3.76795
O 2.16409 4.71745 2.77500
C 3.06316 4.43695 3.85728
C 2.30394 4.43621 5.16620
H 0.04348 6.33324 0.08828
H -1.36033 6.03278 1.11567
H 0.83225 4.00161 0.46131
H -0.84278 3.96491 -0.11086
H -0.47368 3.71815 1.60070
H 3.84903 8.15023 2.81557
H 3.75538 7.96301 4.55733
H 1.60074 9.41442 2.94249
H 2.93153 10.23010 3.77633
H 1.72154 9.30928 4.68860
H 3.90258 5.13063 3.86975
H 3.47372 3.44013 3.68222
H 1.75853 5.36518 5.31921
H 2.98589 4.29059 6.00570
H 1.56096 3.63701 5.17368
O -1.05170 -7.87768 -2.95792
P -0.22916 -6.62867 -2.87820
O -1.19116 -5.48582 -3.51945
C -2.34188 -5.05198 -2.77619
C -1.95522 -4.19266 -1.58928
O 0.76085 -6.91306 -4.17118
C 0.97440 -8.22623 -4.67228
C 0.12723 -8.46310 -5.90492
O 0.83498 -5.52388 -2.27560
C 2.25558 -5.64176 -2.43065
C 2.72079 -4.75380 -3.56413
H -2.92442 -5.92264 -2.45691
H -2.95579 -4.47250 -3.46452
H -1.40854 -4.78321 -0.84327
H -2.83998 -3.77308 -1.11187
H -1.30659 -3.37578 -1.89364
H 0.78453 -8.97985 -3.90863
H 2.03399 -8.30150 -4.93700
H -0.92633 -8.26677 -5.70689
H 0.22607 -9.49199 -6.25771
H 0.43157 -7.78905 -6.70793
H 2.55834 -6.67899 -2.56971
H 2.70929 -5.29757 -1.49843
H 2.18991 -4.96607 -4.48974
H 3.79065 -4.88285 -3.73868
H 2.52579 -3.70626 -3.33002

Atomic forces in eV per Å
0.247 -0.805 -0.352
-0.325 0.665 -0.038
0.109 -0.243 -0.635
0.130 -0.098 0.600
0.879 0.303 -0.931
-1.744 0.194 0.242
0.504 -0.386 0.082
-0.547 0.487 -0.207
-0.024 0.410 0.093
-0.061 -0.005 0.308
0.085 0.314 -0.014
-0.070 0.111 0.093
-0.056 -0.007 -0.125
0.044 -0.136 0.773
0.515 -0.450 -0.541
-0.131 0.138 0.508
0.605 0.230 0.055
-0.199 -0.630 0.183
1.584 -2.662 -1.711
-3.731 3.183 4.909
0.791 -0.477 -0.513
-0.197 -0.257 -0.345
0.253 0.120 -0.021
0.435 -0.551 -0.210
-0.082 0.281 0.092
-0.171 0.117 0.039
1.009 0.581 -2.227
0.452 -0.348 0.150
-0.380 0.044 0.056
0.009 0.083 0.081
0.066 0.102 0.147
-0.036 0.023 -0.071
-0.013 -0.063 0.054
-0.097 -0.023 -0.058
-0.137 -0.003 -0.109
-0.074 -0.124 0.032
0.129 -0.075 -0.111
0.026 -0.024 0.032
0.055 0.002 0.019
-0.101 0.111 0.017
-0.056 0.038 -0.180
0.172 0.099 -0.080
0.047 -0.068 -0.057
0.113 -0.090 -0.011
0.647 0.232 3.478
0.121 1.852 -6.724
0.280 -0.435 0.971
-0.345 0.215 0.350
0.241 -0.340 -0.034
0.301 -0.011 0.665
-0.075 -0.088 -0.267
-0.114 0.036 -0.173
-1.145 -1.744 1.463
0.499 -0.025 0.294
-0.192 0.254 -0.206
0.045 -0.053 -0.126
0.132 -0.048 -0.130
-0.087 -0.036 0.002
0.034 0.087 -0.053
-0.177 0.144 0.038
-0.161 0.060 0.015
0.018 0.139 0.029
0.025 -0.064 0.171
0.047 0.008 0.005
0.045 -0.030 0.010
-0.088 -0.001 -0.124
-0.175 -0.035 0.068
0.014 -0.200 0.055
0.010 -0.008 0.100
0.076 -0.021 0.105

The charge is -1. For the LUMO energy, the calculation gives 1.750 eV. The value obtained for the total energy is -60693.0728 eV. Its multiplicity is 1. The orbital gap is 5.49 eV.

Mulliken atomic charges, in units of e: -0.696, -0.596, 0.592, -0.370, -0.130, -0.391, -0.447, 1.014, -0.790, 0.295, 0.227, 0.270, 0.252, -0.003, 0.218, 0.172, -0.277, -0.391, -0.778, 1.095, -0.309, -0.398, -0.928, -0.353, -0.337, -1.170, -0.329, -0.191, -1.107, 0.294, 0.312, 0.252, 0.464, 0.233, 0.365, 0.351, 0.292, 0.376, 0.289, 0.275, 0.367, 0.282, 0.372, 0.308, -0.783, 1.097, -0.299, -0.433, -0.849, -0.360, -0.335, -1.169, -0.338, -0.198, -1.112, 0.283, 0.323, 0.223, 0.363, 0.328, 0.362, 0.352, 0.291, 0.375, 0.289, 0.276, 0.363, 0.279, 0.369, 0.324

***

2.
18 unconnected molecules or ions with the total composition C48H68Cl24N10 at a distorted geometry. Source: the OMol25 dataset; level of theory: wB97M-V/def2-TZVPD.

Atoms and positions in Å:
C -3.46852 0.24883 -3.62988
Cl -4.17170 -1.34268 -3.10072
Cl -3.78547 0.49124 -5.37344
Cl -1.72675 0.38304 -3.32462
H -3.97440 0.99093 -3.02764
C -7.74611 -0.22297 5.14832
Cl -7.23940 -1.60374 6.23107
Cl -7.09359 1.31382 5.71398
Cl -9.51080 -0.28378 5.04161
H -7.24511 -0.51215 4.26378
C 3.17643 -3.40929 3.39456
Cl 4.70032 -4.26827 3.32898
Cl 2.75851 -2.93979 5.08131
Cl 1.87699 -4.47177 2.81595
H 3.18914 -2.54120 2.79218
C -1.98502 -1.74631 5.62510
Cl -3.50390 -2.61052 5.29337
Cl -0.49727 -2.64202 5.27552
Cl -1.99907 -0.98285 7.24643
H -1.99971 -0.93631 4.87890
C 4.02673 2.50546 -3.14107
Cl 5.52725 1.65387 -3.35267
Cl 4.15255 3.79405 -1.88857
Cl 2.76512 1.37205 -2.63437
H 3.65560 3.01879 -4.03130
C -7.69071 0.69358 -0.31313
Cl -8.93059 1.90888 -0.65050
Cl -8.42415 -0.86258 -0.14487
Cl -6.92169 1.10848 1.22149
H -6.90345 0.72721 -1.05802
C 2.93869 -6.82512 -0.16547
Cl 2.08098 -6.05859 -1.52722
Cl 4.45643 -7.57955 -0.58612
Cl 1.85145 -8.02389 0.48066
H 3.12708 -6.09878 0.57852
C -1.66859 2.06306 4.16618
Cl -3.35575 1.48248 4.17683
Cl -1.08281 2.21011 5.79710
Cl -1.55347 3.64301 3.37645
H -1.07181 1.37179 3.58421
N 4.49586 -1.31738 -0.69813
C 4.89065 -1.76979 -1.97042
C 5.65616 -2.87929 -1.79142
C 5.68793 -3.16526 -0.36175
C 5.01441 -2.17978 0.25588
H 3.94836 -0.50289 -0.55912
H 4.57346 -1.15749 -2.83774
H 6.21438 -3.38960 -2.59789
H 6.24979 -3.91611 0.17583
H 4.82202 -1.96985 1.26864
N -2.97515 -4.67645 1.24287
C -2.60549 -5.15882 0.06839
C -1.46482 -5.91397 0.13979
C -1.12425 -5.91544 1.50412
C -2.04554 -5.14723 2.16353
H -3.61219 -3.92786 1.54471
H -3.13396 -4.85050 -0.80564
H -0.90775 -6.41859 -0.64509
H -0.30147 -6.49160 1.97926
H -2.26712 -4.94177 3.19553
N -6.40136 -3.74473 0.95447
C -5.97410 -3.01706 -0.12628
C -5.14215 -2.00910 0.30104
C -5.10867 -2.09725 1.73725
C -5.83833 -3.16324 2.07706
H -7.09556 -4.42542 1.01149
H -6.36937 -3.21515 -1.10485
H -4.60698 -1.32782 -0.30883
H -4.47800 -1.60137 2.40754
H -5.88424 -3.72527 3.04091
N -1.69241 4.40478 -1.85694
C -1.65395 3.33065 -1.07034
C -0.58536 3.44231 -0.23774
C -0.04330 4.74308 -0.43878
C -0.65891 5.23268 -1.54384
H -2.15921 4.50512 -2.73498
H -2.31148 2.47691 -1.38582
H -0.30219 2.76138 0.50565
H 0.82971 5.14142 0.02127
H -0.31881 6.06226 -2.18039
N 1.31153 3.84911 -6.67760
C 1.25235 3.65849 -5.35383
C 1.98031 4.64787 -4.74452
C 2.52603 5.50098 -5.80536
C 2.04876 4.97022 -6.96101
H 0.71824 3.36315 -7.31315
H 0.53468 2.97972 -4.91332
H 1.98303 4.72353 -3.71281
H 3.07966 6.41705 -5.68870
H 2.14570 5.37781 -7.92892
C 0.97075 -2.86060 -3.20620
C -0.42369 -3.11575 -2.71169
C -1.44104 -3.67238 -3.77460
C -1.35761 -2.88800 -4.98591
N -1.40171 -2.20939 -5.92531
H 1.03819 -2.15401 -3.99021
H 1.54513 -3.72818 -3.50349
H 1.46431 -2.35804 -2.32394
H -0.84428 -2.18346 -2.39932
H -0.35804 -3.66150 -1.79014
H -2.46745 -3.69030 -3.32450
H -1.23785 -4.69494 -4.15779
C 4.28456 3.56816 3.31622
C 2.90177 3.54786 2.65557
C 2.71956 2.22686 1.80819
C 3.01201 1.04034 2.59218
N 3.23308 0.05846 3.16088
H 4.18959 2.77613 4.05855
H 4.42553 4.51161 3.79766
H 5.11485 3.30271 2.61986
H 2.77326 4.43705 2.01052
H 2.00394 3.50177 3.26734
H 3.34809 2.34406 0.94579
H 1.68948 2.04321 1.48831
C -4.40901 5.67827 0.04008
C -5.05512 4.68831 0.99281
C -4.35302 3.27655 0.95132
C -4.71530 2.47622 -0.26010
N -4.85799 1.90646 -1.24862
H -4.77177 6.68044 0.18376
H -4.55397 5.54421 -1.06391
H -3.28453 5.68560 0.08939
H -6.16351 4.64112 0.72297
H -5.03608 5.10298 2.01107
H -4.49937 2.72373 1.90966
H -3.26747 3.43438 0.95139
C 0.68318 -0.13374 -0.21213
C 0.72616 -1.49343 0.45196
C -0.70977 -2.05925 0.68838
C -1.36354 -1.39419 1.77336
N -1.87247 -0.72558 2.57831
H 1.66380 0.15273 -0.54672
H 0.41645 0.66587 0.53310
H -0.00943 -0.02990 -1.08521
H 1.17604 -1.41119 1.44393
H 1.30340 -2.20920 -0.09108
H -0.58251 -3.13090 0.82321
H -1.30237 -1.94005 -0.18941
C 9.08510 2.56019 -0.32832
C 8.89549 1.02368 -0.42219
C 7.96708 0.57140 0.69909
C 6.67183 1.11406 0.45309
N 5.63697 1.45950 0.21880
H 9.53474 2.91299 -1.24247
H 9.71134 2.74881 0.58641
H 8.04585 2.99651 -0.32788
H 9.85760 0.57894 -0.33740
H 8.44583 0.81369 -1.39012
H 8.32630 0.86208 1.64478
H 7.84322 -0.50392 0.56779

Atomic forces in eV per Å
-0.198 -0.621 -0.549
0.578 0.755 -0.233
0.015 -0.013 0.762
-0.332 -0.186 0.067
-0.075 0.097 -0.139
-0.055 -0.978 1.616
-0.041 0.624 -0.076
-0.302 -0.287 -0.139
0.529 0.397 -0.274
-0.060 0.211 -1.254
-0.732 -1.073 1.400
0.224 0.157 -0.037
0.495 -0.021 -0.654
-0.093 0.098 -0.319
0.170 0.887 -0.447
-0.076 1.231 -0.706
0.411 -0.243 0.263
-0.633 -0.078 0.382
0.049 -0.627 -0.538
0.063 -0.332 0.569
-0.589 0.632 0.712
0.262 0.128 -0.248
0.149 -0.286 -0.357
-0.164 -0.087 -0.100
0.399 -0.332 -0.016
-0.044 0.613 0.608
0.097 0.090 -0.342
-0.346 -0.683 -0.291
0.125 0.070 0.499
-0.186 -0.135 -0.194
-0.605 -0.502 -0.763
0.559 0.196 -0.002
0.293 0.122 -0.353
-0.361 -0.502 0.564
0.124 0.817 0.597
-0.561 0.238 -0.178
0.235 0.213 0.044
0.299 -0.200 0.337
-0.052 0.068 -0.259
-0.063 -0.195 0.142
0.896 -1.706 -1.206
-0.800 1.471 0.877
0.622 -0.790 -0.029
0.968 -0.241 -1.107
-1.211 1.395 -0.932
-0.219 0.578 0.327
0.464 -0.814 0.611
-0.620 0.195 0.745
-0.088 -0.132 -0.307
-0.045 0.049 1.050
0.969 0.133 2.845
-0.201 0.369 -3.009
0.053 -0.103 0.062
1.023 -0.669 1.322
-0.826 0.294 0.268
0.027 -0.633 -0.953
-0.304 0.013 -0.474
-0.419 0.201 0.079
-0.773 0.618 -0.426
0.488 -0.029 0.243
1.719 2.031 0.508
-0.056 0.124 -0.209
-0.600 -0.755 0.798
0.589 -0.047 -1.552
-1.207 -2.488 1.627
-1.003 -1.145 -0.282
0.090 -0.095 -0.187
0.170 0.532 -0.414
0.736 0.955 0.734
-0.218 0.888 -0.869
0.592 1.644 -1.424
-1.058 -2.990 -0.914
-0.586 1.025 0.596
0.597 -1.052 -0.494
0.431 1.603 -0.345
-0.467 -0.266 -0.064
0.834 0.939 0.957
0.236 -0.794 0.845
0.361 0.264 0.274
-0.728 -0.345 0.460
-0.041 0.380 -1.076
-0.309 0.445 1.165
0.156 0.182 -2.163
-0.886 -0.963 1.567
0.041 -0.028 0.272
-0.021 -0.176 -0.463
0.364 -0.239 -0.060
0.412 0.529 1.809
0.123 -0.106 -0.038
0.073 -0.036 -0.956
0.841 0.559 1.843
-0.629 -0.376 -1.131
0.385 -1.076 0.987
-1.018 1.671 -1.235
0.340 -0.880 0.981
-0.205 0.761 -1.025
0.022 -0.350 0.144
0.086 -0.653 -0.945
-0.306 0.858 0.065
-0.347 -1.018 0.217
0.788 0.212 -0.715
0.129 0.230 0.802
-1.013 -1.159 -0.169
-0.490 -0.597 -1.585
-0.327 1.180 0.493
0.777 -1.034 0.138
-0.241 0.629 -0.395
0.703 0.085 0.340
0.432 0.522 0.328
-0.731 0.390 0.377
-0.018 -0.587 -0.033
0.452 0.558 0.997
0.424 -0.650 -0.516
0.039 0.597 -0.155
1.527 0.071 -1.487
-1.138 -0.443 -0.730
-0.595 0.392 0.534
0.768 0.691 0.943
-0.154 0.056 0.073
-0.085 0.490 0.443
-0.363 -0.593 0.892
-0.936 0.078 0.454
1.348 -0.364 0.425
0.260 -0.368 -0.222
-0.392 0.090 -0.986
-0.137 -0.023 -0.413
-0.506 1.114 0.339
-1.293 0.505 0.752
1.713 -0.698 -0.412
-1.111 1.416 1.589
0.898 -1.185 -1.155
0.505 0.099 -0.247
-0.108 -0.812 -0.695
0.454 -0.326 0.737
0.250 0.049 -0.077
0.295 -0.514 -0.547
-0.438 -0.213 0.515
-0.580 0.172 -0.753
-0.864 -0.792 0.411
-0.340 1.905 -0.034
0.388 -1.108 -1.918
2.690 -1.100 1.024
-4.176 1.568 -0.861
0.547 0.308 -0.049
-0.805 0.443 -0.942
1.183 0.022 0.499
0.676 -0.755 -0.015
0.052 -0.387 -0.028
0.453 0.082 1.279
0.066 -0.219 0.672

For the LUMO energy, the calculation gives 0.315 eV. The value obtained for the total energy is -366314.9063 eV. Its multiplicity is 1. The orbital gap is 8.58 eV.

Here are the Mulliken charges for atoms 1 to 99, given in e: 0.202, -0.109, -0.100, -0.119, 0.156, 0.664, -0.147, -0.113, -0.121, -0.301, 1.104, -0.134, -0.123, -0.081, -0.770, 1.195, -0.097, -0.041, -0.138, -0.961, 0.000, -0.070, -0.143, 0.005, 0.160, 0.369, -0.152, -0.110, -0.101, -0.034, 0.591, -0.111, -0.143, -0.138, -0.224, 0.436, -0.051, -0.098, -0.138, -0.276, 0.939, -0.470, -0.884, -0.674, -0.729, -0.253, 0.353, 0.432, 0.508, 0.711, 0.272, -0.592, -0.534, -0.308, -1.048, 0.288, 0.494, 0.486, 0.486, 0.427, 0.161, -1.634, 1.144, -0.908, -0.600, 0.133, 0.525, 0.428, 0.510, 0.315, 0.426, -1.525, 1.000, -0.586, -1.159, 0.250, 0.226, 0.393, 0.513, 0.388, 0.008, -0.741, -0.461, -1.007, -0.540, 0.223, 0.722, 1.009, 0.419, 0.423, -1.199, 1.489, -0.035, -0.010, -0.543, 0.530, 0.319, -0.035, -0.839